# 1
Computed, not measured: a cluster of 4 separate species, C4H16NO3 in total, with the ωB97M-V functional and the def2-TZVPD basis.

Positions of all 24 atoms, in Å:
C1 -0.931 0.068 -0.596
N1 0.411 -0.190 0.067
C2 0.276 -1.536 0.698
C3 -0.761 -2.329 -0.061
C4 -1.504 -1.298 -0.949
H1 -1.569 0.658 0.067
H2 -0.849 0.691 -1.486
H3 0.664 0.558 0.719
H4 1.061 -0.157 -0.742
H5 0.165 -1.368 1.766
H6 1.269 -1.995 0.718
H7 -0.281 -3.051 -0.716
H8 -1.384 -2.909 0.616
H9 -2.578 -1.282 -0.793
H10 -1.315 -1.669 -1.953
H11 2.694 0.721 -2.236
H12 2.779 -0.805 -2.368
O1 2.206 -0.095 -2.058
H13 -1.472 3.358 0.438
H14 -2.795 2.746 0.904
O2 -1.912 2.516 0.592
H15 1.497 2.587 2.139
H16 1.974 1.291 2.870
O3 1.534 1.629 2.085

The energy relative to the best compared isomer or geometry (same formula, charge and spin) is 9.43 kJ/mol. The calculation puts the orbital gap at 12.21 eV. As for the spin multiplicity: 1. As for the total charge: +1. The calculation puts the total energy at -12034.5351 eV.

---

# 2
Computed, not measured: a cluster of 4 separate species, C4H16NO3 in total, with the ωB97M-V functional and the def2-TZVPD basis.

Positions of all 24 atoms, in Å:
C1 0.212 2.288 1.582
C2 -0.960 1.392 1.183
C3 -0.956 0.593 -0.094
C4 -2.000 -0.084 -0.521
N1 0.282 0.687 -0.894
H1 0.020 2.718 2.560
H2 1.157 1.750 1.615
H3 0.355 3.141 0.923
H4 -0.983 0.636 1.972
H5 -1.886 1.961 1.216
H6 -2.912 -0.113 0.057
H7 -2.015 -0.700 -1.396
H8 0.228 1.533 -1.458
H9 0.463 -0.030 -1.625
H10 1.067 0.919 -0.294
H11 3.473 -0.496 -0.747
H12 3.406 -1.215 -2.081
O1 2.849 -0.856 -1.383
H13 -1.173 -3.531 2.819
H14 0.174 -3.162 3.400
O2 -0.422 -2.947 2.681
H15 0.582 -1.817 -3.354
H16 -0.921 -1.500 -3.109
O3 -0.039 -1.165 -3.052

The energy relative to the best compared isomer or geometry (same formula, charge and spin) is 115.95 kJ/mol. The calculation puts the orbital gap at 11.02 eV. As for the spin multiplicity: 1. As for the total charge: +1. The calculation puts the total energy at -12033.4310 eV.

---

# 3
Computed, not measured: a cluster of 3 separate species, C4H16NO3 in total, with the ωB97M-V functional and the def2-TZVPD basis.

Positions of all 24 atoms, in Å:
C1 -0.158 0.911 0.829
C2 0.219 -0.502 0.353
C3 -0.445 -0.882 -0.980
C4 0.171 0.190 -2.053
O1 1.548 0.136 -1.918
N1 -1.537 0.799 1.476
H1 -0.086 1.615 0.037
H2 0.357 1.357 1.859
H3 1.373 -0.466 0.290
H4 0.130 -1.220 1.148
H5 -1.548 -0.644 -0.990
H6 -0.290 -1.897 -1.092
H7 0.043 0.196 -3.135
H8 -0.120 1.232 -1.759
H9 1.849 -0.694 -2.361
H10 -2.314 1.465 1.103
H11 -1.532 0.860 2.498
H12 -1.857 -0.150 1.301
H13 -0.901 -4.421 0.806
H14 -1.201 -3.588 -0.298
O2 -0.827 -3.484 0.601
H15 2.327 3.603 0.212
H16 2.799 2.695 1.304
O3 2.000 2.889 0.768

The energy relative to the best compared isomer or geometry (same formula, charge and spin) is 258.74 kJ/mol. The calculation puts the orbital gap at 10.07 eV. As for the spin multiplicity: 1. As for the total charge: +1. The calculation puts the total energy at -12031.9512 eV.

---

# 4
Computed, not measured: a structure of composition C4H16NOOsP, with the ωB97M-V functional and the def2-TZVPD basis.

Positions of all 24 atoms, in Å:
Os1 -0.301 -0.045 -0.477
H1 -0.494 -0.981 -1.902
H2 -0.552 -0.030 -2.197
P1 0.152 2.156 -0.568
C1 -1.230 3.301 -0.108
H3 -0.929 4.346 -0.269
H4 -2.121 3.071 -0.707
H5 -1.477 3.156 0.953
C2 1.514 2.946 0.375
H6 2.462 2.461 0.116
H7 1.572 4.019 0.148
H8 1.338 2.812 1.451
C3 0.488 2.623 -2.308
H9 -0.363 2.295 -2.921
H10 0.647 3.707 -2.397
H11 1.387 2.072 -2.614
C4 -2.123 0.246 -0.167
O1 -3.215 0.516 0.175
H12 1.280 0.278 -0.903
H13 0.121 0.329 1.080
N1 -0.133 -2.070 0.068
H14 -0.444 -2.248 1.027
H15 0.856 -2.363 0.029
H16 -0.629 -2.730 -0.525

The calculation puts the orbital gap (spin up / spin down) at 5.88 / 6.47 eV. The expectation value of S² is 6.02. As for the spin multiplicity: 5. As for the total charge: +2. The calculation puts the total energy at -19675.1651 eV.

---

# 5
Computed, not measured: a cluster of 4 separate species, C4H16O3 in total, with the ωB97M-V functional and the def2-TZVPD basis.

Positions of all 23 atoms, in Å:
C1 0.570 -1.861 0.650
C2 0.946 -0.472 0.008
C3 2.373 -0.096 0.582
C4 0.847 -0.503 -1.515
H1 -0.467 -2.349 0.522
H2 1.409 -2.546 0.114
H3 0.667 -1.742 1.750
H4 0.208 0.300 0.412
H5 2.722 0.990 0.487
H6 3.150 -0.820 0.142
H7 2.580 -0.240 1.711
H8 1.221 0.571 -1.983
H9 1.609 -1.124 -1.858
H10 -0.133 -0.900 -1.750
H11 3.288 0.495 5.266
H12 2.601 2.087 5.906
O1 2.403 1.100 5.490
H13 -4.468 4.513 -4.051
H14 -5.023 3.586 -2.946
O2 -4.721 4.410 -3.109
H15 -3.236 -1.908 -1.486
H16 -4.545 -1.350 -2.332
O3 -4.002 -2.142 -2.011

The energy relative to the best compared isomer or geometry (same formula, charge and spin) is 267.31 kJ/mol. The calculation puts the orbital gap (spin up / spin down) at 10.22 / 2.59 eV. The expectation value of S² is 0.75. As for the spin multiplicity: 2. As for the total charge: +1. The calculation puts the total energy at -10536.6554 eV.

---

# 6
Computed, not measured: a cluster of 4 separate species, C4H16O4 in total, with the ωB97M-V functional and the def2-TZVPD basis.

Positions of all 24 atoms, in Å:
C1 1.507 1.704 0.154
C2 0.202 0.936 0.430
C3 -0.591 0.552 -0.827
C4 -2.124 0.738 -0.594
O1 -0.503 -0.902 -1.047
H1 1.300 2.723 -0.146
H2 2.097 1.196 -0.615
H3 2.157 1.569 1.016
H4 0.475 -0.016 0.880
H5 -0.514 1.364 1.127
H6 -0.248 1.070 -1.720
H7 -2.652 1.416 -1.296
H8 -2.709 -0.167 -0.683
H9 -2.244 1.399 0.258
H10 0.321 -1.143 -1.481
O2 1.729 -2.689 1.446
H11 0.800 -2.747 1.185
H12 2.072 -2.941 0.572
O3 -2.386 -1.662 -2.884
H13 -1.736 -1.537 -3.567
H14 -1.977 -1.437 -2.038
O4 1.759 0.363 3.011
H15 1.643 -0.575 2.942
H16 1.624 0.785 3.875

The energy relative to the best compared isomer or geometry (same formula, charge and spin) is 122.81 kJ/mol. The calculation puts the orbital gap at 10.85 eV. As for the spin multiplicity: 1. As for the total charge: 0. The calculation puts the total energy at -12596.5638 eV.

---

# 7
Computed, not measured: a cluster of 4 separate species, C4H16O4 in total, with the ωB97M-V functional and the def2-TZVPD basis.

Positions of all 24 atoms, in Å:
C1 -3.560 4.643 21.862
C2 -3.011 5.837 21.176
O1 -3.317 5.709 19.795
H1 -3.223 4.712 22.896
H2 -3.075 3.764 21.437
H3 -4.650 4.639 21.844
H4 -1.932 5.893 21.322
H5 -3.434 6.764 21.565
H6 -3.986 6.368 19.595
C3 -1.681 3.006 17.757
C4 -2.256 1.736 18.399
O2 -3.580 1.567 17.954
H7 -2.219 3.923 17.999
H8 -1.664 3.030 16.667
H9 -0.630 3.121 18.022
H10 -2.231 1.917 19.473
H11 -1.690 0.841 18.140
H12 -3.593 1.342 17.020
O3 -4.893 3.257 19.589
H13 -4.643 2.523 19.028
H14 -4.099 3.787 19.660
O4 -6.898 5.029 20.704
H15 -6.293 4.377 20.352
H16 -6.483 5.870 20.513

The energy relative to the best compared isomer or geometry (same formula, charge and spin) is 86.30 kJ/mol. The calculation puts the orbital gap at 11.25 eV. As for the spin multiplicity: 1. As for the total charge: 0. The calculation puts the total energy at -12596.9422 eV.

---

# 8
Computed, not measured: a cluster of 5 separate species, C4H16O4 in total, with the ωB97M-V functional and the def2-TZVPD basis.

Positions of all 24 atoms, in Å:
C1 0.824 0.365 -2.859
C2 -0.244 -0.065 -1.881
C3 -0.108 -1.034 -0.990
C4 -1.174 -1.428 -0.005
H1 0.420 0.638 -3.830
H2 1.412 1.198 -2.458
H3 1.539 -0.433 -3.018
H4 -1.195 0.422 -2.049
H5 0.792 -1.630 -0.969
H6 -2.131 -0.939 -0.182
H7 -1.390 -2.488 -0.126
H8 -0.866 -1.187 1.015
O1 -0.919 3.556 -1.247
H9 -1.337 2.978 -0.583
H10 -0.075 3.098 -1.388
O2 2.536 -0.043 0.923
H11 2.197 0.633 0.324
H12 1.802 -0.671 0.963
O3 -0.134 -1.899 3.190
H13 0.306 -1.098 3.506
H14 0.582 -2.501 2.964
O4 -0.700 0.931 3.216
H15 -1.458 0.322 3.169
H16 -0.681 1.276 2.315

The energy relative to the best compared isomer or geometry (same formula, charge and spin) is 101.47 kJ/mol. The calculation puts the orbital gap at 9.93 eV. As for the spin multiplicity: 1. As for the total charge: 0. The calculation puts the total energy at -12596.7850 eV.